Computed, not measured: a single C18H22N4O5S2 molecule in a non-equilibrium geometry, with ωB97M-V/def2-TZVPD.

Geometry as XYZ:
```
51
Properties=species:S:1:pos:R:3:forces:R:3:nbo_charge:R:1
C 3.467626 0.889631 4.276628 0.003 -0.009 0.014 -0.624
C 2.371573 0.670755 5.298830 -0.302 -0.128 -0.245 -0.503
S 1.235033 -0.670389 4.804162 0.373 -0.139 0.422 0.288
C 0.280067 0.147723 3.604612 -0.121 0.329 -0.137 0.270
N 0.545016 1.382915 3.321903 0.861 -0.643 0.925 -0.365
N -0.191405 2.043898 2.435470 -0.923 0.662 -0.948 -0.187
C -1.175560 1.479517 1.818980 0.024 -0.026 0.114 0.120
C -1.972896 2.257281 0.836802 -0.056 -0.037 -0.150 -0.664
C -1.552091 0.082624 2.056679 0.113 -0.261 0.271 0.624
O -2.467084 -0.514019 1.530834 -0.155 0.236 -0.044 -0.596
N -0.737897 -0.554785 3.010348 0.048 0.341 0.082 -0.466
C -0.999642 -1.943998 3.322948 -0.822 -0.085 0.093 0.069
O 0.121801 -2.780572 3.192402 0.287 -0.407 0.099 -0.499
C 0.812774 -2.903720 2.032852 0.190 -0.041 -0.272 0.787
O 1.774351 -3.613403 1.998773 -0.146 0.104 0.052 -0.521
C 0.329385 -2.096931 0.866908 0.031 -0.029 -0.249 -0.147
C -0.785336 -2.497141 0.137632 0.216 0.068 0.021 -0.186
C -1.232159 -1.715202 -0.914049 -0.043 -0.044 -0.076 -0.150
C -0.572769 -0.540196 -1.211291 -0.248 0.289 -0.327 -0.332
S -1.188839 0.494537 -2.537325 0.393 -0.404 0.177 2.314
O -0.742105 1.838620 -2.277429 0.262 -0.185 -0.145 -0.948
O -2.592720 0.265067 -2.697313 -0.043 -0.300 -0.056 -0.932
N -0.374208 -0.197245 -3.834669 -0.592 0.333 0.856 -0.668
C 0.837029 0.504871 -4.216676 0.544 0.363 -0.035 -0.229
C 0.379531 1.481378 -5.300619 0.069 -0.060 0.034 -0.421
C -0.678400 0.675022 -6.062790 0.058 -0.002 0.016 -0.427
C -1.149011 -0.392593 -5.052294 -0.598 -0.258 -0.400 -0.239
C 0.549717 -0.144316 -0.508724 0.108 0.121 0.065 -0.146
C 1.015730 -0.934508 0.526508 -0.036 -0.173 -0.044 -0.211
H 4.000154 -0.037634 4.076716 0.075 -0.041 -0.016 0.211
H 3.040548 1.268194 3.351824 0.038 0.010 -0.036 0.230
H 4.174929 1.623280 4.656377 0.113 0.086 0.004 0.216
H 1.767171 1.565040 5.432521 0.067 0.000 0.123 0.246
H 2.774638 0.337781 6.254743 -0.089 -0.016 0.034 0.226
H -1.970840 3.308789 1.108467 -0.004 0.039 0.027 0.238
H -2.985842 1.865453 0.793326 -0.087 0.068 -0.031 0.238
H -1.538135 2.164370 -0.160273 -0.055 0.036 0.029 0.255
H -1.827947 -2.249862 2.670322 0.266 0.104 0.260 0.238
H -1.285478 -2.040356 4.377117 0.045 0.029 -0.255 0.215
H -1.300983 -3.410359 0.394551 -0.094 -0.061 0.028 0.228
H -2.108415 -1.979597 -1.482407 -0.140 -0.116 -0.022 0.246
H 1.261068 1.000494 -3.346827 0.213 -0.025 -0.087 0.226
H 1.549838 -0.226116 -4.609899 -0.007 0.039 0.056 0.199
H 1.196731 1.814048 -5.936929 0.020 0.067 -0.004 0.217
H -0.073982 2.346651 -4.816951 0.051 0.033 -0.020 0.221
H -0.239219 0.195705 -6.937560 -0.048 0.016 -0.031 0.207
H -1.502265 1.303585 -6.393402 -0.011 -0.014 -0.065 0.220
H -2.204665 -0.306702 -4.799485 0.035 -0.127 -0.212 0.242
H -0.955309 -1.403301 -5.422381 -0.062 0.091 0.021 0.199
H 1.029155 0.789023 -0.758350 0.104 0.112 0.027 0.239
H 1.891336 -0.643310 1.088411 0.074 0.056 0.059 0.234
```
Forces are in eV/Å.

Values from the calculation:
* SMILES: CCSc1nnc(C)c(=O)n1COC(=O)c1ccc(S(=O)(=O)N2CCCC2)cc1
* total energy: -56890.4415 eV
* LUMO: 0.061 eV
* HOMO: -8.8476 eV
* gap between HOMO and LUMO: 8.908 eV
* multiplicity: 1
* relative energy (zero: lowest compared OMol25 entry of this formula, charge and spin): 18.43 kcal/mol